# 1
9
Properties=species:S:1:pos:R:3:forces:R:3 method="wB97M-V/def2-TZVPD" e_above_lowest_kj_mol=131.31 mol_weight_da=72.06 e_tot_ev=-7269.32501 gap_ha=0.37259 e_homo_ev=-9.49
C 2.11791 0.19746 -0.10471 -1.79 -0.35 0.46
C 0.83239 -0.67936 0.19308 1.24 0.26 -1.81
C -0.46114 -0.09808 -0.32720 -0.37 2.39 -0.28
O 2.92239 0.20877 -0.97815 0.09 -0.52 -0.56
O 1.02968 -1.67666 0.82859 -0.72 -0.12 0.24
H 2.12308 0.88434 0.71642 0.72 1.19 1.04
H -1.32605 -0.70747 -0.34131 -0.52 -1.21 0.23
H -0.79520 0.80117 0.26776 0.67 -0.84 -0.03
H -0.42144 0.38929 -1.34016 0.68 -0.80 0.70


# 2
22
Properties=species:S:1:pos:R:3:forces:R:3 method="wB97M-V/def2-TZVPD" e_above_lowest_kj_mol=206.51 mol_weight_da=183.64 e_tot_ev=-25448.01217 gap_ha=0.35668 e_homo_ev=-9.02
C 2.75205 -0.58217 1.15388 0.63 -0.36 0.41
C 0.52485 0.35864 0.33026 2.12 0.51 0.02
C -0.50310 1.41907 0.43917 4.05 -2.45 -1.86
C -0.12818 -0.76017 -0.13973 -0.34 1.32 -0.59
C -0.20304 2.81090 0.68616 -1.79 2.79 3.92
C 0.32258 -2.10114 -0.55776 -0.02 -0.12 1.22
C -2.56113 -1.12876 -0.79228 0.40 2.07 -2.91
C 2.34933 0.53021 0.34313 -5.67 0.85 0.29
N 3.03957 -1.58270 1.64675 -0.04 0.43 0.09
N -1.57054 0.92804 -0.08376 -2.93 1.22 0.66
N -1.43500 -0.35790 -0.33092 1.10 -0.10 0.75
Cl 2.86279 0.22803 -1.33400 0.22 0.67 0.40
H 0.66775 3.32915 0.32112 0.32 -0.46 -0.98
H -1.11389 3.45888 0.53432 0.95 -0.66 -0.27
H -0.04286 2.97583 1.84059 -0.30 -0.50 -1.75
H 1.32634 -2.26503 -0.14929 -0.21 -0.17 -0.56
H -0.34628 -2.71936 0.04398 0.16 -0.85 -0.43
H 0.22482 -2.29928 -1.63176 0.13 0.05 0.34
H -3.53515 -0.91793 -0.40090 -0.04 -0.06 1.31
H -2.72385 -0.81074 -1.85961 0.23 -0.50 0.56
H -2.22412 -2.11178 -0.82332 -0.15 -1.92 0.21
H 2.31707 1.59821 0.76396 1.18 -1.75 -0.84


# 3
11
Properties=species:S:1:pos:R:3:forces:R:3 method="wB97M-V/def2-TZVPD" e_above_lowest_kj_mol=41.37 mol_weight_da=83.09 e_tot_ev=-7662.02674 gap_ha=0.34942 e_homo_ev=-8.58
N 2.03892 -0.03360 0.12776 0.01 -0.29 0.10
C 0.67526 -0.18111 -0.22873 -0.10 0.27 0.29
C -0.11569 0.84019 -0.66426 0.05 0.05 0.19
N -1.39917 0.46150 -0.32774 -0.11 -0.08 -0.07
C -1.31274 -0.77368 0.23722 -0.19 -0.03 0.03
N -0.08222 -1.21060 0.27738 -0.18 0.26 0.18
H 2.47050 -0.95030 0.18874 0.06 -0.03 -0.20
H 1.94197 0.25199 1.10352 0.60 0.15 -0.18
H 0.12470 1.78892 -1.12007 -0.05 -0.12 0.17
H -2.17851 1.09403 -0.25638 -0.08 -0.22 -0.26
H -2.16302 -1.28734 0.66255 -0.02 0.02 -0.24


# 4
76
Properties=species:S:1:pos:R:3:forces:R:3 method="wB97M-V/def2-TZVPD" mol_weight_da=450.00 e_tot_ev=-40890.43344 gap_ha=0.36430 e_homo_ev=-9.97
C 2.29909 -4.40708 1.24151 1.62 2.39 -5.86
C 2.71549 -3.92210 0.07952 -2.60 -2.22 5.97
B 2.94485 -3.08249 -1.28269 1.25 0.26 -0.92
O 3.65681 -1.80886 -1.25108 -3.90 -0.87 -0.48
B 2.71186 -0.77682 -1.72621 0.81 0.41 -0.50
C 2.80098 0.66065 -0.93030 0.92 0.01 0.18
C 1.63657 0.86162 0.17473 -0.50 0.92 0.47
C 0.45437 1.81829 -0.38737 0.60 -0.66 -0.16
O -0.58833 2.02596 0.63596 1.10 -1.30 -0.52
O 1.78555 -1.01471 -2.84756 1.17 -2.72 2.77
B 1.42521 -2.44415 -2.87763 -0.78 0.20 -0.87
O 0.03896 -2.77344 -3.13643 2.53 0.21 1.52
C -0.54850 -3.53949 -2.04301 -1.32 -1.00 0.65
C -1.28821 -2.58989 -0.92007 0.18 -1.52 -1.09
C -1.37130 -3.42774 0.45982 1.32 -0.12 -0.40
C -2.71250 -2.17530 -1.56004 -0.20 2.26 0.20
C -3.95876 -2.18289 -0.53009 -0.46 0.58 -1.10
C -2.53927 -0.61939 -2.07005 0.18 -0.84 0.63
O 2.43690 -3.48310 -2.60720 -1.67 2.65 2.84
H 1.83097 -4.85206 2.20589 1.16 0.88 -2.25
H 2.88300 1.53182 -1.69606 -0.53 -1.28 1.36
H 3.81136 0.68368 -0.34416 -1.74 -0.18 -1.13
H 1.16432 -0.14801 0.50998 0.70 1.47 -0.78
H 2.05798 1.34255 1.15711 -0.69 -0.89 -2.12
H 0.84229 2.86428 -0.69923 -0.55 -1.77 0.70
H 0.04008 1.30084 -1.33553 0.32 0.89 1.44
H -0.62427 1.18340 1.15983 -0.01 1.19 -0.76
H -1.40273 -4.21066 -2.47233 1.68 1.17 0.50
H 0.21683 -4.26309 -1.57957 -0.94 1.26 -0.58
H -0.61434 -1.66568 -0.77448 -1.14 -1.29 -0.14
H -2.30829 -4.08024 0.57911 1.26 1.31 -0.14
H -1.18748 -2.68982 1.32710 -0.69 -1.37 -1.14
H -0.46321 -4.16299 0.45613 -1.56 1.31 0.20
H -3.01389 -2.77618 -2.49817 0.73 0.61 1.65
H -4.66515 -1.31526 -0.86748 1.15 -1.61 0.65
H -3.69110 -1.95985 0.56376 -0.30 -0.65 -1.67
H -4.55172 -3.15328 -0.69607 0.89 1.36 0.82
H -2.16085 -0.03779 -1.14422 -0.55 -0.65 -1.62
H -3.55635 -0.17804 -2.37089 1.68 -0.63 0.18
H -1.75096 -0.58987 -2.91954 -1.38 0.17 1.42
C -0.52342 6.11176 2.04580 0.18 0.08 0.09
C -2.03111 6.09505 1.88972 0.23 -0.34 -0.12
O -2.38957 5.45421 0.67321 -0.10 -0.10 -0.12
H -0.05652 6.63467 1.20639 -0.10 0.03 0.09
H -0.23269 6.60701 2.97598 0.05 -0.04 -0.04
H -0.12347 5.09314 2.04923 -0.06 0.03 0.09
H -2.42440 7.11413 1.86474 -0.07 -0.15 -0.13
H -2.50462 5.56233 2.72066 0.03 0.15 0.15
H -2.04456 4.54863 0.70754 -0.10 0.22 -0.06
C 5.50265 3.68838 1.96227 0.17 0.00 -0.08
C 4.05548 3.88777 1.55877 0.19 0.00 0.32
O 3.25480 2.82820 2.06802 -0.10 -0.02 0.21
H 5.87826 2.73327 1.58474 -0.06 0.11 -0.05
H 6.13082 4.49342 1.57283 0.01 -0.05 0.08
H 5.60049 3.66123 3.05179 0.00 0.12 -0.05
H 3.95914 3.89237 0.47045 -0.15 -0.12 0.13
H 3.66908 4.83667 1.94383 0.08 0.10 -0.14
H 3.33855 2.83622 3.03251 -0.04 -0.02 -0.29
C -1.55182 -5.93897 5.17494 -0.02 -0.01 0.20
C -0.62894 -5.25594 4.18587 -0.38 -0.19 -0.04
O -0.14119 -6.19931 3.23903 0.21 -0.01 -0.23
H -1.02646 -6.74267 5.69812 0.01 0.14 -0.03
H -1.93014 -5.22630 5.91200 -0.04 -0.08 -0.04
H -2.40152 -6.39637 4.65914 -0.01 0.13 0.03
H 0.22933 -4.81937 4.70239 0.03 -0.12 -0.17
H -1.15195 -4.45776 3.64942 0.00 0.13 0.14
H -0.90637 -6.57468 2.78010 0.28 0.10 0.10
C -0.70170 2.91910 -4.64421 0.19 -0.07 -0.07
C -2.16182 2.51589 -4.69752 0.14 0.36 0.16
O -2.79638 2.82047 -3.46243 -0.17 0.00 0.12
H -0.18899 2.39740 -3.83111 -0.08 -0.05 -0.11
H -0.19785 2.68658 -5.58587 0.03 0.06 0.06
H -0.60313 3.99106 -4.44749 -0.02 -0.02 -0.12
H -2.25577 1.44146 -4.87213 -0.12 0.10 0.16
H -2.68508 3.04357 -5.50140 0.08 -0.11 -0.17
H -2.71542 3.77460 -3.32032 -0.05 -0.30 0.02


# 5
24
Properties=species:S:1:pos:R:3:forces:R:3 method="wB97M-V/def2-TZVPD" e_above_lowest_kj_mol=210.58 mol_weight_da=120.20 charge=+3 s_squared=0.76 e_tot_ev=-10434.94365 gap_ha="0.46117 / 0.13046" e_homo_ev="-24.76 / -22.82" spin_multiplicity=2
C -0.84537 -1.16438 -1.44657 -0.21 1.70 1.04
C 0.05078 0.18169 -1.68166 0.50 -0.61 -1.41
C 1.14282 0.37931 -0.59194 -1.72 -0.06 1.06
C 0.79954 0.02413 0.89731 0.91 0.33 -1.28
C -0.05175 1.18811 2.84708 0.84 1.29 0.64
N 0.15702 1.14446 1.57123 -0.94 -0.62 1.57
N 0.87670 -0.12368 -2.93583 -0.79 -2.01 0.15
H -1.60090 -1.09374 -0.65222 0.16 0.02 0.08
H -1.49627 -1.15401 -2.34059 0.55 -0.69 -0.12
H -0.06893 -1.85164 -1.08650 -0.40 -0.60 -0.61
H -0.63661 0.94230 -2.06545 -0.02 0.37 0.90
H 1.46232 1.45796 -0.50544 -0.04 -0.71 -0.74
H 1.91826 -0.30586 -0.92688 0.49 0.20 0.56
H 1.78103 -0.12126 1.35122 -0.14 -0.19 0.42
H 0.21697 -0.90999 0.99856 0.10 0.33 0.01
H -0.47389 2.11022 3.25041 -0.50 -0.07 -0.33
H 0.26241 0.52883 3.67566 0.40 -0.35 -1.12
H -0.37349 1.85100 1.05456 0.55 0.06 -0.20
H 1.03416 -1.14207 -3.00235 0.27 -0.14 0.47
H 1.82228 0.23659 -2.80368 0.02 0.83 -1.29
H 0.34615 -0.05554 -3.82610 0.74 1.38 0.04
H -2.36148 -0.03367 3.01373 0.03 0.22 -0.34
H -2.21206 -1.46867 2.69746 0.45 -0.41 -0.12
O -1.74970 -0.62009 2.50799 -1.25 -0.27 0.59


# 6
38
Properties=species:S:1:pos:R:3:forces:R:3 method="wB97M-V/def2-TZVPD" mol_weight_da=474.29 charge=+2 s_squared=6.02 e_tot_ev=-48604.62289 gap_ha="0.23167 / 0.23456" e_homo_ev="-14.35 / -14.35" spin_multiplicity=5
O -0.05560 2.97233 -5.77670 -0.01 -2.71 2.96
C -0.06248 2.18921 -4.93524 0.05 3.19 -3.68
Pm -0.13419 0.29352 -3.17167 0.27 -0.12 3.01
O -0.11282 3.60676 -0.99656 -0.11 -2.92 -2.78
C -0.13485 2.75741 -1.77043 0.07 3.16 2.96
C -0.02056 -0.89437 -5.01098 0.36 0.90 -1.41
O -0.12271 -1.80253 -4.17948 0.01 0.37 -1.17
C 2.49956 0.63266 -3.54345 3.68 0.04 -0.25
O 3.63701 0.64191 -3.60211 -3.08 0.01 0.09
C -2.64303 0.65751 -3.45770 -6.01 -0.18 -0.63
O -3.78871 0.60200 -3.56428 4.63 0.31 0.43
H 0.07380 -0.76945 -6.10569 -0.10 -2.00 0.04
C 1.26431 0.06270 3.44680 0.18 -0.20 0.67
N 1.13185 0.21980 2.00821 1.10 0.28 -0.19
N 0.27531 -0.48538 1.19236 0.26 0.29 0.02
C 0.58440 -0.17413 -0.09745 -0.27 -0.03 0.66
O -0.11631 -0.56987 -1.11336 0.42 0.22 0.13
C 1.69247 0.68257 -0.05764 -0.66 -0.63 -0.86
C 2.03978 0.87390 1.25077 -0.41 0.21 0.21
C 3.16918 1.67550 1.78055 0.73 0.57 0.38
C -0.88684 -1.17279 1.65474 -1.34 0.22 -0.57
C -1.66868 -0.65305 2.69486 0.13 -0.16 -0.02
C -2.88088 -1.28404 3.00439 0.34 -0.16 -0.14
C -3.34165 -2.35206 2.21821 0.16 0.14 0.18
C -2.61265 -2.77741 1.10555 0.10 0.20 0.38
C -1.39189 -2.18411 0.82566 0.34 0.03 0.07
H 2.27033 -0.31820 3.71489 -0.57 0.20 -0.28
H 0.51665 -0.65791 3.76168 0.18 0.02 0.25
H 1.09467 1.03239 3.95535 0.01 -0.55 -0.33
H 2.08645 1.07604 -0.96612 0.74 0.35 -0.05
H 2.84857 2.47254 2.47144 -0.10 -0.33 -0.22
H 3.91595 1.08096 2.33645 -0.42 0.01 -0.26
H 3.71667 2.17478 0.95846 -0.41 -0.38 0.35
H -1.31914 0.23613 3.23832 -0.41 -0.53 -0.16
H -3.43823 -0.94329 3.87844 0.04 -0.10 -0.38
H -4.26711 -2.86213 2.47256 0.11 0.21 -0.01
H -2.96145 -3.57887 0.45631 -0.05 0.20 0.25
H -0.85716 -2.46100 -0.07713 0.04 -0.16 0.38